This record from the OMol25 dataset describes a 11-piece molecular cluster, C40H112N10O11 overall at a distorted geometry. The level of theory is ωB97M-V/def2-TZVPD.

```
173
Properties=species:S:1:pos:R:3:forces:R:3:mulliken_charge:R:1
C 1.886547 -3.119695 4.520414 1.03 0.56 -0.09 -0.9128
H 1.031687 -2.768705 2.026764 -0.70 -0.33 -0.65 0.1707
N -2.538913 4.736675 3.402614 0.72 -0.33 0.71 -0.7301
O -0.292613 -0.911525 -7.706656 0.44 -1.02 1.05 -0.4493
H -1.662623 5.104855 3.061054 -0.06 0.87 -0.45 0.3020
H -4.973173 -0.026435 8.138504 -0.02 -0.12 -0.32 0.3509
H -1.945533 -3.086765 -4.679036 0.40 0.39 -0.86 0.3583
H -3.330963 3.366595 -1.643056 0.35 0.15 -0.37 0.4397
C -2.999583 4.101925 1.054154 -1.82 -0.09 0.19 0.1516
H -0.223353 -1.073725 -5.644006 -0.21 0.15 0.10 -1.0275
H -2.291353 0.541745 -5.589276 -0.32 0.45 -0.19 0.1873
N -0.067663 4.226485 -2.288496 0.43 0.21 -0.07 -0.2230
H -4.103393 -3.378545 2.349284 -0.75 0.13 0.21 0.4288
C -4.934653 1.989435 7.328474 -1.21 -0.99 0.68 0.6132
H 1.793037 -1.061755 -8.398396 -0.02 0.30 -0.39 0.3635
H 0.451237 -2.431785 -6.515956 0.37 -0.20 -0.09 0.5357
C 1.617187 0.891455 -6.386626 0.03 -0.38 0.12 -1.3688
N -5.606713 -3.383485 -0.003066 0.36 -0.54 -0.84 -0.6027
H -7.267573 0.066745 1.368164 -0.31 0.14 -0.10 0.3955
H 6.590757 1.253495 0.833124 -0.06 0.15 -0.34 0.3717
H 4.742507 -2.061725 4.685304 -0.41 0.38 -0.11 0.2406
H -6.159543 -4.067745 0.493184 0.15 -0.30 0.00 0.2940
H -0.748023 8.236435 -1.037486 -0.19 0.13 -0.18 0.3700
H -1.646703 1.248595 1.860274 -0.13 -0.02 0.26 -0.2690
C -1.486453 -1.620055 -7.751036 -1.73 1.25 -1.83 -0.6933
C -5.586593 0.874335 8.117604 0.55 -0.79 0.94 -1.4551
C 1.741627 -1.898245 3.562124 0.56 0.52 1.43 1.5625
H -4.019723 2.323525 7.817744 -0.01 -0.09 0.18 0.3039
H -2.312503 0.936605 4.334294 -0.07 0.71 -0.14 0.2627
H 0.458357 -1.259265 2.109904 0.13 0.24 -0.12 0.1590
C 2.219257 0.375385 -0.424596 1.15 -1.15 -0.43 -1.6842
H -6.158283 -3.155255 -0.817796 -0.03 0.14 -0.27 0.2158
C 6.894367 -4.872595 -1.870726 -1.78 -0.09 -0.11 -0.9433
H 8.107687 -3.819035 0.333354 -0.15 0.15 -0.05 0.0265
H 3.993797 -3.108015 0.156474 -0.06 -0.44 0.43 -0.0031
C 1.753677 -0.613815 -6.482066 -1.70 -0.95 0.56 0.7067
H -6.804483 1.477955 0.307124 -0.56 0.01 0.00 0.2784
C 1.016657 0.096845 -1.302476 -1.30 0.44 2.07 1.7742
C 3.046977 -5.192615 0.054934 1.66 0.50 0.68 -1.5389
H 2.687127 -2.009365 -7.504686 0.42 -0.21 -0.05 0.3100
N 6.081557 -3.310615 1.912824 0.84 0.33 0.97 -0.4987
H 4.957467 -3.519165 5.589414 -0.06 0.01 0.26 0.3668
H -3.871213 0.307645 3.777284 -0.36 -0.06 0.16 0.1336
H 1.374617 1.385205 -7.327626 -0.13 -0.20 -0.03 0.3373
C -3.138173 0.269925 4.583094 1.20 -0.17 0.34 -0.5325
C -1.618543 0.210935 1.527774 0.78 -0.44 -1.70 0.8221
H 0.586277 6.685625 -2.545606 -0.47 0.90 -0.13 0.3920
H 2.244227 3.666765 -3.181186 0.40 -0.17 0.02 0.2650
H 8.166297 -0.619985 1.534244 0.17 0.24 -0.29 0.3423
H -3.635663 -2.474205 -1.489036 -0.20 0.13 0.01 -0.0528
H 2.665007 1.368935 -0.472136 -0.87 0.52 0.33 0.3065
O -0.423503 -0.054675 0.779454 0.73 1.09 -2.15 -0.6299
H 0.427847 8.176995 0.242994 -0.09 0.16 0.46 0.3235
C 0.949187 6.367215 -1.568356 -0.75 -1.02 -0.55 -1.1816
H -5.393403 1.387215 5.257064 -0.51 -0.35 0.22 0.2476
H 1.689827 -2.946705 -0.428676 0.17 0.02 0.36 -0.0412
C -4.250403 -2.446585 1.803434 0.65 0.53 -1.24 -0.9026
H 7.237547 -3.844205 -1.983626 0.22 0.05 0.24 0.3559
H -1.979013 -1.281985 -8.662726 0.02 -0.18 -0.43 0.3054
H 2.113067 -0.637655 5.222174 0.68 0.66 -0.27 0.5095
H 3.863087 -5.829795 0.395624 0.08 -0.08 -0.06 0.3719
H 0.927067 -3.269535 5.015434 0.26 0.18 0.59 0.3895
H 2.301267 5.318285 -3.675526 -0.09 0.29 0.02 0.4070
C 4.622677 -4.039745 -1.650226 0.31 -0.27 0.51 -0.9715
H -1.142283 -4.007945 -3.601576 0.24 0.03 0.92 0.5160
H 9.350947 -2.957855 1.218884 0.24 -0.06 -0.11 0.4080
H 3.065267 -0.173735 -0.837906 0.03 -0.47 -0.04 0.3699
H -0.303743 -2.531865 -4.096796 -0.37 0.25 0.13 0.0452
N -3.293933 -2.925115 -2.325696 -0.01 -0.30 -0.83 -0.7594
H -3.299593 -0.987735 -4.252556 0.04 -0.18 -0.31 0.6262
C -6.539693 0.850435 1.158124 0.11 -0.17 -0.33 -0.9155
C -4.152793 6.161415 2.288954 0.02 -1.15 -0.21 -1.5052
H -1.591303 -0.533625 2.323384 -0.25 0.33 0.19 0.1044
H -3.436683 -2.470815 1.078604 0.49 -0.09 -0.07 0.1762
O 6.214677 -0.306005 2.112824 0.70 -1.20 0.19 -0.3376
O -3.602713 0.518585 5.887164 -1.10 -0.32 0.32 -0.4843
O 5.624897 -4.905065 -1.137176 1.40 -0.03 -0.19 -0.3160
H 8.695977 -4.456395 1.840414 -0.46 0.23 0.45 0.3341
H 5.067777 -3.075825 -1.896876 -0.09 0.18 -0.33 0.4655
H -6.647533 3.007815 6.731334 -0.60 -0.88 0.10 0.2759
H 5.852137 -3.503195 0.948254 -0.05 0.07 -0.11 0.0798
C 1.500807 -0.593805 4.321444 0.51 -1.15 0.79 -1.6633
H 7.629577 -2.563715 3.085844 0.00 0.21 0.07 0.3952
H -4.029793 -1.550475 2.383444 -0.36 -0.23 0.38 -0.1754
H 0.893637 -0.977465 -1.439736 0.06 -0.10 0.04 -0.4554
H -4.411803 -0.977265 -0.508736 0.18 0.38 0.00 -0.8572
H -0.263273 4.651935 -3.183386 -0.14 -0.19 -0.61 0.3105
C -5.313593 -0.917685 0.100634 -0.56 -0.62 -0.33 0.0497
C 3.596607 -3.838465 -0.548356 -2.56 -1.02 -0.09 0.5262
H -2.584403 2.176825 -0.603976 -0.06 -0.13 0.42 0.2169
H 2.059777 -0.018205 0.579274 0.02 0.46 0.12 0.2690
H 0.817867 1.045625 -5.661766 0.21 0.62 0.15 0.0574
C 5.734187 0.764585 1.297174 0.75 -1.06 0.20 -0.3269
H -2.226103 3.367245 1.277944 -0.03 -0.21 0.27 -0.2163
H 0.518437 -0.606235 4.793554 -0.48 0.17 -0.64 0.2621
O 3.115837 -1.199775 -3.240326 0.78 -0.35 -0.70 -0.7737
H 1.680457 0.244485 3.648324 -0.10 0.22 0.44 0.3415
C -1.274373 -2.950585 -3.831036 -1.66 -0.57 -0.65 -1.6525
H -6.409763 -2.168035 1.375344 0.03 0.42 0.86 0.4973
C 2.330227 4.681135 -2.791606 -0.49 -0.58 -0.53 -1.4291
H 2.076807 -4.039645 3.967624 -0.02 -0.07 -0.41 0.3688
H 2.659367 -1.829025 2.978134 0.59 0.23 0.22 -0.3138
H 2.270927 -0.954635 -5.585186 0.11 -0.07 0.02 0.1891
O -5.290893 0.272635 0.852084 1.12 -0.54 0.61 0.1558
H 5.420927 -2.680695 2.345094 -0.56 -0.08 -0.31 0.1311
H -5.357123 3.779315 6.813824 0.16 1.20 0.29 0.3049
H -3.290003 -0.310815 -2.658576 -0.05 0.06 0.34 -0.0205
O 2.997237 -2.998495 5.480414 -1.13 0.16 -1.22 -0.4207
H -5.677513 1.143785 9.169854 -0.01 0.34 0.00 0.3868
H 5.098847 0.261335 0.568354 -0.32 0.77 -0.36 -0.0527
C -3.601633 4.705915 2.409424 1.04 0.60 -0.86 0.5957
H 1.189127 1.722175 -2.367596 0.54 0.53 -0.12 -0.3784
N 2.372377 -3.202305 -1.127886 0.85 0.59 -0.61 -0.0084
H -1.289533 7.623015 0.517144 0.30 -0.28 0.13 0.0606
H -0.824003 4.577525 -1.718556 -0.18 -0.12 0.44 0.0560
H 2.439697 -5.019255 0.943334 -0.15 0.29 -0.06 0.3768
H -6.175323 -0.905825 -0.566736 -0.11 0.18 -0.46 0.5803
H 1.781957 7.015435 -1.295576 0.47 -0.39 0.12 0.5371
H 4.399707 -3.641355 3.980784 -0.61 -0.07 -0.22 0.3093
H 1.534937 4.475455 -0.900116 -0.60 -0.52 0.24 0.1444
H 6.713897 -5.259835 -2.873506 0.04 -0.06 -0.19 0.3454
H -2.803713 1.716105 -4.262236 -0.55 -0.40 0.05 0.2365
C 0.374927 -1.344455 -6.513986 0.66 1.64 0.29 0.5267
H -4.270253 2.006705 -1.186816 -0.13 -0.16 0.52 0.2164
C -4.562443 1.583565 5.934594 1.67 0.02 -1.31 -0.4321
H -1.136513 0.476525 -1.226516 -0.26 -0.42 0.17 -0.1640
C 4.288597 -3.033645 4.878794 0.39 -0.44 0.57 -0.7154
H -0.191703 1.716095 -0.462676 0.20 0.17 0.32 0.6272
C -2.655493 -0.809025 -3.391566 0.83 -0.40 0.13 -1.1625
O -0.034813 6.362395 -0.575466 -0.91 0.65 0.73 -0.1455
N -5.872833 3.113015 7.370774 1.01 0.94 -0.95 -0.8114
H 1.913937 -3.892435 -1.705506 -0.10 -0.06 -0.23 0.2341
H -2.518203 4.873295 0.453014 0.11 0.45 0.06 0.1209
H -6.598223 0.608325 7.811114 0.06 0.13 -0.47 0.2977
H 7.620427 -5.530645 -1.393336 -0.22 0.27 0.29 0.2715
H -4.375903 4.097385 2.876664 -0.09 -0.39 -0.67 0.1997
H -6.457113 1.491205 2.036014 0.25 -0.11 -0.01 0.1355
C -2.149703 -2.167195 -2.845036 1.11 0.49 1.07 1.6643
H 2.588977 1.250715 -6.047996 -0.23 0.38 0.17 0.3756
N 1.154477 0.732475 -2.566066 -0.17 0.93 -0.97 0.0413
N 0.654207 -2.081245 2.663154 -0.55 -1.39 -0.58 -0.5114
H 0.281707 0.693845 -3.072886 -0.33 -0.59 -0.26 0.1079
H -2.207663 -1.248635 -7.023026 0.13 -0.49 0.81 0.1346
C 1.157317 4.875435 -1.841136 2.00 0.75 0.75 0.5645
O -4.027303 3.477245 0.245604 0.29 -0.01 1.31 -0.3994
C 7.389177 -2.612365 2.023794 -1.57 -0.20 -0.41 0.1466
H -4.692703 6.263555 1.347584 0.06 0.22 -0.04 0.3113
H 5.238757 1.501075 1.929824 -0.25 -0.32 -0.05 0.2375
H -1.199673 1.749895 -4.828006 0.19 -0.21 -0.27 0.2268
H -2.897613 -3.779835 -1.961716 -0.22 -0.45 -0.05 0.3498
H -3.337003 6.878915 2.377174 0.00 0.01 -0.24 0.3269
H -1.523083 -2.045995 -1.961426 0.48 1.01 0.06 -0.3347
H -4.006783 2.390425 5.456754 -0.24 0.85 -0.04 0.1250
C -3.520543 2.698545 -0.802896 -0.02 0.68 -0.99 -0.5957
N 2.458017 -1.034865 -7.638666 1.24 -0.45 -1.04 -0.7809
H 4.136267 -4.478275 -2.521546 0.03 0.00 -0.33 0.5740
H 2.936277 -1.738515 -2.469766 -0.22 -0.57 0.50 0.2005
H 3.287807 4.811675 -2.287536 -0.08 0.00 -0.05 0.3801
O -1.571363 0.071695 -3.751226 -0.95 -0.38 0.18 0.4274
H 6.965657 -1.307295 0.389604 -0.23 0.43 -0.28 0.3533
H 2.375697 -0.594665 -3.287846 -0.33 0.76 0.07 0.4301
H -4.850713 6.354145 3.103724 0.07 0.01 0.02 0.3936
C 8.429617 -3.528935 1.333504 0.27 1.40 -0.37 -1.0649
H -2.609113 -0.682915 4.600054 -0.48 -0.36 -0.02 0.3913
H -2.425803 -0.001665 0.826894 -0.64 0.18 0.43 -0.2749
H -1.450703 -2.706415 -7.832656 0.45 -0.11 0.51 0.3344
H 2.448137 -5.775085 -0.645226 0.09 0.28 -0.31 0.4155
H -2.214763 3.803595 3.613284 -0.49 -0.55 0.31 0.1617
C -5.449213 -2.247585 0.866324 -0.58 0.75 1.69 0.4794
C -0.440363 7.659655 -0.165256 0.38 0.03 -0.77 -0.7228
C 7.203687 -1.122005 1.437034 0.78 -1.10 0.83 -0.6020
C -0.265983 0.636145 -0.590276 0.10 -1.24 1.81 -0.6257
C -2.031003 1.063275 -4.668226 0.99 -0.03 0.33 -0.8204
```
Positions in Å, forces in eV/Å.

Properties
**Relative energy (zero: lowest compared OMol25 entry of this formula, charge and spin)**: 256.24 kJ/mol
**HOMO-LUMO gap**: 9.3 eV
**HOMO**: -8.822 eV
**Maximum force**: 2.81 eV/A
**Total energy**: -2966.11422 hartree
**Molecular weight**: 909.4 u
**LUMO energy**: 0.0175 hartree